Run w
2 unconnected molecules or ions with the total composition CH6N2O, computed with ωB97M-V with the def2-TZVPD basis set.

Last column: Löwdin charge in e.
Element x y z (Å)
N: -0.6935 0.4836 -0.0720  0.0724
C: 0.0759 1.6068 -0.1838  -0.4180
N: 1.2184 1.7613 -0.6991  0.0473
H: -0.2642 -0.3579 -0.4361  0.0708
H: -1.5384 0.3042 0.4381  0.0856
H: -0.3567 2.4198 0.4062  0.1042
H: 1.4103 1.0891 -1.4440  0.0336
H: -0.8803 -2.8549 1.4741  0.0347
H: 0.3790 -2.3454 0.6782  0.0279
O: -0.3937 -2.9179 0.6494  -0.0585

The SMILES is [H]/N=C\N.O. The calculation puts the HOMO energy at -9.24 eV. The calculation puts the LUMO energy at 0.0216 hartree. For the gap between HOMO and LUMO, the calculation gives 0.361 hartree.


Run x
CH6N2O in the gas phase, computed with ωB97M-V with the def2-TZVPD basis set.

Last column: Löwdin charge in e.
Element x y z (Å)
C: -0.5594 -0.5895 0.0587  -0.4360
N: 1.5737 0.2429 0.4425  0.0794
N: -1.4091 0.5349 -0.1761  0.0182
O: 0.6297 -0.6313 -0.6158  -0.1473
H: 1.7855 1.0168 -0.1898  0.0602
H: 2.4624 -0.1775 0.7408  0.0679
H: -0.9896 1.3156 -0.6673  0.0666
H: -2.2644 0.3267 -0.6796  0.0606
H: -1.0612 -1.5613 -0.0546  0.1204
H: -0.1676 -0.4774 1.1412  0.1102

The SMILES is NCON. The calculation puts the HOMO energy at -9.09 eV. The calculation puts the LUMO energy at 0.0344 hartree. For the gap between HOMO and LUMO, the calculation gives 0.369 hartree.


Run y
2 unconnected molecules or ions with the total composition CH6N2O, computed with ωB97M-V with the def2-TZVPD basis set.

Last column: Löwdin charge in e.
Element x y z (Å)
N: -1.1782 0.4437 -0.1995  0.0658
C: -0.4094 1.4952 -0.6198  -0.4147
N: 0.4111 2.0347 0.1601  0.0509
H: -0.9234 0.0372 0.6795  0.0831
H: -1.8677 0.0473 -0.8074  0.0797
H: -0.5588 1.6815 -1.6892  0.1129
H: 0.8953 2.8745 -0.0984  0.0254
H: 1.3354 -2.1477 1.1777  0.0259
H: 1.3347 -3.4375 0.2970  0.0439
O: 0.9609 -3.0290 1.1001  -0.0730

The SMILES is [H]/N=C/N.O. The calculation puts the HOMO energy at -9.25 eV. The calculation puts the LUMO energy at 0.0325 hartree. For the gap between HOMO and LUMO, the calculation gives 0.372 hartree.


Energies in kJ/mol, measured from the most stable structure: run w 22.2; run x 272.7; run y 0.0.